A cluster of 2 separate species, C10H11N2O5 in total at a distorted geometry. Source: OMol25; level of theory: ωB97M-V/def2-TZVPD.

Each atom is followed by the atoms it is bonded to, with distances in Å.
Geometry (Å):
1 C -1.172 4.721 1.068  C2 1.363, H13 1.104, H14 1.105
2 C 0.188 4.683 0.988  C1 1.363, C3 1.484, H15 1.104
3 C 1.016 3.463 1.156  C2 1.484, C4 1.344, C11 1.555
4 C 0.677 2.228 1.565  C3 1.344, O5 1.408, C8 1.533
5 O -0.663 1.967 1.909  C4 1.408, C6 1.330
6 C -0.895 0.661 1.813  O5 1.330, N7 1.133
7 N -1.324 -0.385 1.889  C6 1.133
8 C 1.913 1.322 1.607  C4 1.533, O9 1.163, O10 1.384
9 O 2.048 0.193 1.852  C8 1.163
10 O 2.933 2.211 1.312  C8 1.384, C11 1.383
11 C 2.547 3.469 0.888  C3 1.555, O10 1.383, O12 1.154
12 O 3.194 4.330 0.473  C11 1.154
13 H -1.780 5.253 0.316  C1 1.104
14 H -1.720 4.252 1.906  C1 1.105
15 H 0.729 5.631 0.827  C2 1.104
16 C -0.453 -3.763 -3.208  C17 1.491, H21 1.088, H22 1.092, H23 1.091
17 C -0.645 -2.679 -2.202  C16 1.491, O18 1.191, N19 1.482
18 O -1.162 -1.624 -2.394  C17 1.191
19 N -0.186 -2.856 -0.804  C17 1.482, C20 1.504, H24 1.022, H25 1.027
20 C -1.001 -3.819 0.015  N19 1.504, H26 1.087, H27 1.087, H28 1.088
21 H -0.320 -3.314 -4.190  C16 1.088
22 H 0.435 -4.355 -2.973  C16 1.092
23 H -1.330 -4.412 -3.219  C16 1.091
24 H 0.792 -3.156 -0.821  N19 1.022
25 H -0.268 -1.907 -0.423  N19 1.027
26 H -0.367 -4.662 0.280  C20 1.087
27 H -1.868 -4.156 -0.547  C20 1.087
28 H -1.317 -3.297 0.915  C20 1.088

Properties
HOMO-LUMO gap: 7.835 eV
HOMO energy: -11.6 eV
Net charge: +1
DFT total energy: -23755.2562 eV

So, what does the Mulliken scheme give us? The charges, in e, come out as: C -0.6266; C -0.3989; C 0.4198; C 0.5328; O -0.3527; C 0.5671; N -0.4757; C 0.3314; O -0.4418; O -0.3065; C 0.2376; O -0.3995; H 0.2652; H 0.2809; H 0.3886; C -0.9485; C 0.4839; O -0.4263; N 0.0020; C -0.7139; H 0.3323; H 0.3669; H 0.3029; H 0.4059; H 0.2091; H 0.3476; H 0.3035; H 0.3128



An isolated molecule of C10H11N3O2 at a distorted geometry. Source: OMol25; level of theory: ωB97M-V/def2-TZVPD.

Each atom is followed by the atoms it is bonded to, with distances in Å.
Geometry (Å):
1 C -3.443 -0.285 0.694  C2 1.393, C3 1.406, H16 1.090
2 C -2.249 -0.093 1.384  C1 1.393, C4 1.475, H17 1.084
3 C -3.502 0.045 -0.672  C1 1.406, N11 1.306, H18 1.146
4 C -1.041 0.292 0.629  C2 1.475, N12 1.371, N13 1.292
5 C 2.027 1.801 0.153  C10 1.482, O14 1.205, O15 1.303
6 C 2.403 -1.738 0.558  C7 1.523, C9 1.502, H19 1.072, H20 1.162
7 C 1.211 -2.080 -0.326  C6 1.523, C9 1.531, H21 1.162, H22 1.144
8 C -0.169 1.019 -1.479  N12 1.418, H23 1.168, H24 1.152
9 C 1.889 -0.710 -0.408  C6 1.502, C7 1.531, C10 1.552, H25 1.208
10 C 1.189 0.579 0.097  C5 1.482, C9 1.552, N13 1.431
11 N -2.453 0.485 -1.314  C3 1.306, N12 1.350
12 N -1.247 0.514 -0.708  C4 1.371, C8 1.418, N11 1.350
13 N 0.169 0.362 1.076  C4 1.292, C10 1.431
14 O 2.860 2.174 -0.633  C5 1.205
15 O 1.978 2.517 1.240  C5 1.303, H26 0.975
16 H -4.360 -0.698 1.116  C1 1.090
17 H -2.032 -0.212 2.440  C2 1.084
18 H -4.447 -0.007 -1.317  C3 1.146
19 H 2.262 -1.467 1.586  C6 1.072
20 H 3.454 -2.220 0.439  C6 1.162
21 H 1.342 -2.850 -1.186  C7 1.162
22 H 0.207 -1.933 0.202  C7 1.144
23 H -0.252 2.147 -1.771  C8 1.168
24 H 0.218 0.506 -2.435  C8 1.152
25 H 2.543 -0.350 -1.357  C9 1.208
26 H 1.443 2.204 1.993  O15 0.975

Properties
HOMO-LUMO gap: 8.150 eV
HOMO energy: -8.6 eV
Relative energy (zero: lowest compared OMol25 entry of this formula, charge and spin): 4.840 eV
DFT total energy: -19109.2081 eV

So, what does the Mulliken scheme give us? The charges, in e, come out as: C -0.3563; C -0.5438; C -0.1429; C 0.4294; C 0.3133; C -0.5883; C -0.4701; C -0.6914; C -0.1746; C 1.1123; N -1.2971; N 1.1280; N -0.9394; O -0.6077; O -0.5161; H 0.3610; H 0.4421; H 0.3450; H 0.2407; H 0.2270; H 0.2560; H 0.1873; H 0.2616; H 0.2558; H 0.3840; H 0.3841



An isolated molecule of C10H11N3OS at a distorted geometry. Source: OMol25; level of theory: ωB97M-V/def2-TZVPD.

Each atom is followed by the atoms it is bonded to, with distances in Å.
Geometry (Å):
1 C -2.810 -1.057 0.082  O2 1.280, H16 1.205, H17 1.284, H18 1.258
2 O -2.098 -1.126 1.144  C1 1.280, C3 1.416
3 C -0.910 -1.856 0.899  O2 1.416, S4 1.904, H19 1.136, H20 1.108
4 S 0.385 -1.670 2.283  C3 1.904, C5 1.736
5 C 0.344 0.065 2.299  S4 1.736, N6 1.311, N9 1.323
6 N -0.026 0.802 3.317  C5 1.311, N7 1.342
7 N 0.103 2.122 3.108  N6 1.342, C8 1.364
8 C 0.613 2.133 1.843  N7 1.364, N9 1.403, H21 1.159
9 N 0.675 0.848 1.284  C5 1.323, C8 1.403, C10 1.404
10 C 0.808 0.467 -0.061  N9 1.404, C11 1.496, C15 1.346
11 C 2.045 -0.297 -0.417  C10 1.496, C12 1.396, H22 1.121
12 C 2.214 -0.445 -1.795  C11 1.396, C13 1.460, H23 1.119
13 C 1.449 0.407 -2.701  C12 1.460, C14 1.385, H24 1.134
14 C 0.403 1.275 -2.435  C13 1.385, C15 1.505, H25 1.082
15 C 0.097 1.165 -0.966  C10 1.346, C14 1.505, H26 1.128
16 H -2.274 -0.488 -0.834  C1 1.205
17 H -3.114 -2.173 -0.476  C1 1.284
18 H -3.819 -0.553 0.638  C1 1.258
19 H -0.405 -1.756 -0.114  C3 1.136
20 H -1.188 -2.922 1.009  C3 1.108
21 H 0.787 3.018 1.116  C8 1.159
22 H 2.813 -0.708 0.289  C11 1.121
23 H 3.072 -1.067 -2.156  C12 1.119
24 H 1.855 0.290 -3.754  C13 1.134
25 H -0.231 1.838 -3.109  C14 1.082
26 H -0.785 1.686 -0.495  C15 1.128

Properties
HOMO-LUMO gap: 9.271 eV
HOMO energy: -9.0 eV
Relative energy (zero: lowest compared OMol25 entry of this formula, charge and spin): 3.325 eV
SMILES string: COCSc1nncn1-c1ccccc1
DFT total energy: -27896.6575 eV

So, what does the Mulliken scheme give us? The charges, in e, come out as: C -0.5230; O -0.2297; C -0.6164; S -0.1819; C 0.4436; N -0.3619; N -0.5472; C -0.0392; N 0.2925; C 0.4028; C -0.1871; C -0.5628; C -0.2159; C -0.9339; C -0.3831; H 0.1894; H 0.2268; H 0.1905; H 0.3625; H 0.5044; H 0.3469; H 0.3352; H 0.3574; H 0.2518; H 0.4130; H 0.4653



A cluster of 3 separate species, C10H11N3S2 in total at a distorted geometry. Source: OMol25; level of theory: ωB97M-V/def2-TZVPD.

Each atom is followed by the atoms it is bonded to, with distances in Å.
Geometry (Å):
1 C 3.208 -0.261 -0.085  C2 1.345, C3 1.387, H16 1.172
2 C 3.490 0.945 0.437  C1 1.345, C4 1.350, H17 1.022
3 C 1.927 -0.618 -0.480  C1 1.387, C5 1.446, H18 1.102
4 C 2.559 1.920 0.522  C2 1.350, C6 1.434, H19 1.208
5 C 0.862 0.342 -0.291  C3 1.446, C6 1.369, H20 1.117
6 C 1.206 1.573 0.202  C4 1.434, C5 1.369, C10 1.435
7 C -2.030 0.522 3.296  N11 1.279, N12 1.354, H21 1.066
8 C -1.858 2.591 2.559  N12 1.402, N13 1.274, H22 1.103
9 C -2.872 -6.949 -5.977  S14 1.521, S15 1.612
10 C 0.206 2.594 0.324  C6 1.435, H23 1.066, H24 1.096
11 N -0.963 0.614 2.596  C7 1.279, N13 1.349
12 N -2.600 1.746 3.395  C7 1.354, C8 1.402, H25 0.976
13 N -0.885 1.882 2.142  C8 1.274, N11 1.349
14 S -4.234 -6.649 -5.372  C9 1.521
15 S -1.339 -7.031 -6.467  C9 1.612, H26 1.327
16 H 4.147 -0.961 -0.100  C1 1.172
17 H 4.447 1.157 0.727  C2 1.022
18 H 1.749 -1.666 -0.773  C3 1.102
19 H 2.929 3.033 0.816  C4 1.208
20 H -0.232 0.118 -0.329  C5 1.117
21 H -2.439 -0.320 3.805  C7 1.066
22 H -2.312 3.558 2.286  C8 1.103
23 H 0.520 3.572 0.610  C10 1.066
24 H -0.746 2.623 -0.219  C10 1.096
25 H -3.483 1.791 3.810  N12 0.976
26 H -1.255 -6.123 -7.431  S15 1.327

Properties
HOMO-LUMO gap: 5.913 eV
HOMO energy: -14.4 eV
Net charge: +2
Relative energy (zero: lowest compared OMol25 entry of this formula, charge and spin): 0.190 eV
DFT total energy: -36669.1586 eV

So, what does the Mulliken scheme give us? The charges, in e, come out as: C -0.1845; C -0.5177; C -0.6095; C -0.4682; C -0.1593; C 1.2882; C -0.0609; C -0.0520; C 0.6973; C -0.8037; N -0.6970; N -0.0999; N 0.1767; S 0.0578; S -0.0236; H 0.2626; H 0.4708; H 0.3334; H 0.1895; H 0.3097; H 0.4029; H 0.3552; H 0.3229; H 0.3452; H 0.1956; H 0.2684



An isolated molecule of C10H11NO at a distorted geometry. Source: OMol25; level of theory: ωB97M-V/def2-TZVPD.

Each atom is followed by the atoms it is bonded to, with distances in Å.
Geometry (Å):
1 C 4.001 0.451 -0.831  C2 1.332, H13 1.075, H14 1.078
2 C 3.127 0.442 0.174  C1 1.332, C3 1.435, H15 1.082
3 C 1.707 0.508 -0.018  C2 1.435, N4 1.293, H16 1.079
4 N 0.853 0.457 0.952  C3 1.293, O5 1.233, C6 1.726
5 O 1.020 0.368 2.171  N4 1.233
6 C -0.784 0.489 0.408  N4 1.726, C7 1.372, C11 1.378
7 C -1.349 1.720 0.191  C6 1.372, C8 1.387, H17 1.079
8 C -2.693 1.765 -0.148  C7 1.387, C9 1.385, H18 1.080
9 C -3.412 0.586 -0.253  C8 1.385, C10 1.384, H19 1.080
10 C -2.804 -0.636 -0.020  C9 1.384, C11 1.393, H20 1.082
11 C -1.459 -0.711 0.334  C6 1.378, C10 1.393, C12 1.494
12 C -0.799 -2.013 0.653  C11 1.494, H21 1.091, H22 1.091, H23 1.086
13 H 5.060 0.389 -0.658  C1 1.075
14 H 3.683 0.518 -1.859  C1 1.078
15 H 3.457 0.370 1.202  C2 1.082
16 H 1.311 0.587 -1.018  C3 1.079
17 H -0.771 2.626 0.292  C7 1.079
18 H -3.174 2.717 -0.315  C8 1.080
19 H -4.461 0.618 -0.509  C9 1.080
20 H -3.378 -1.550 -0.093  C10 1.082
21 H 0.178 -2.083 0.173  C12 1.091
22 H -0.640 -2.084 1.730  C12 1.091
23 H -1.417 -2.848 0.335  C12 1.086

Properties
HOMO-LUMO gap (alpha / beta): 8.941 / 8.940 eV
HOMO energy (alpha / beta): -8.3 / -8.3 eV
Relative energy (zero: lowest compared OMol25 entry of this formula, charge and spin): 3.766 eV
SMILES string: C=C/C=[N+](\[O-])c1ccccc1C
DFT total energy: -14082.8224 eV

So, what does the Mulliken scheme give us? The charges, in e, come out as: C -0.8165; C -0.1532; C -0.0534; N 0.4710; O -0.6735; C 0.4037; C -0.4670; C -0.4489; C -0.6553; C -0.7048; C 0.6534; C -1.3111; H 0.2748; H 0.2452; H 0.3245; H 0.3364; H 0.4408; H 0.3693; H 0.3847; H 0.3584; H 0.3022; H 0.3065; H 0.4129



An isolated molecule of C10H11NO at a distorted geometry. Source: OMol25; level of theory: ωB97M-V/def2-TZVPD.

Each atom is followed by the atoms it is bonded to, with distances in Å.
Geometry (Å):
1 C -1.231 2.617 0.673  C2 1.489, H13 1.108, H14 1.078, H15 1.092
2 C -1.630 1.183 0.721  C1 1.489, O3 1.228, N4 1.440
3 O -2.856 1.116 0.673  C2 1.228
4 N -0.795 0.010 0.735  C2 1.440, C5 1.448, C12 1.321
5 C -1.439 -1.275 0.563  N4 1.448, C6 1.573, H16 1.089, H17 1.114
6 C -0.743 -1.950 -0.676  C5 1.573, C7 1.501, H18 1.119, H19 1.148
7 C 0.506 -1.122 -0.762  C6 1.501, C8 1.379, C12 1.416
8 C 1.685 -1.476 -1.383  C7 1.379, C9 1.409, H20 1.160
9 C 2.795 -0.623 -1.226  C8 1.409, C10 1.417, H21 1.126
10 C 2.653 0.373 -0.228  C9 1.417, C11 1.379, H22 1.054
11 C 1.514 0.702 0.477  C10 1.379, C12 1.391, H23 1.114
12 C 0.387 -0.044 0.147  N4 1.321, C7 1.416, C11 1.391
13 H -0.144 2.820 0.599  C1 1.108
14 H -1.775 3.236 -0.022  C1 1.078
15 H -1.427 3.061 1.651  C1 1.092
16 H -2.507 -1.062 0.573  C5 1.089
17 H -1.221 -1.901 1.458  C5 1.114
18 H -1.151 -1.937 -1.718  C6 1.119
19 H -0.616 -3.060 -0.413  C6 1.148
20 H 1.646 -2.379 -2.110  C8 1.160
21 H 3.774 -0.591 -1.782  C9 1.126
22 H 3.415 1.003 0.138  C10 1.054
23 H 1.429 1.497 1.252  C11 1.114

Properties
HOMO-LUMO gap: 9.104 eV
HOMO energy: -8.2 eV
Relative energy (zero: lowest compared OMol25 entry of this formula, charge and spin): 1.676 eV
SMILES string: CC(=O)N1CCc2ccccc21
DFT total energy: -14084.9125 eV

So, what does the Mulliken scheme give us? The charges, in e, come out as: C -1.0564; C 0.7441; O -0.6097; N 0.0466; C -0.7068; C -0.5871; C 1.0056; C -0.4048; C -0.6618; C -0.4947; C -0.5803; C -0.1687; H 0.2659; H 0.3090; H 0.2863; H 0.3953; H 0.2860; H 0.3145; H 0.2470; H 0.2745; H 0.3299; H 0.3632; H 0.4025



Which of these has the highest DFT total energy? number 5



Among the records above, which one has the lowest DFT total energy? C10H11N3S2



Look up the DFT total energy of the sixth one. -14084.9125 eV



Repeat the fifth record exactly.
An isolated molecule of C10H11NO at a distorted geometry. Source: OMol25; level of theory: ωB97M-V/def2-TZVPD.

Each atom is followed by the atoms it is bonded to, with distances in Å.
Geometry (Å):
1 C 4.001 0.451 -0.831  C2 1.332, H13 1.075, H14 1.078
2 C 3.127 0.442 0.174  C1 1.332, C3 1.435, H15 1.082
3 C 1.707 0.508 -0.018  C2 1.435, N4 1.293, H16 1.079
4 N 0.853 0.457 0.952  C3 1.293, O5 1.233, C6 1.726
5 O 1.020 0.368 2.171  N4 1.233
6 C -0.784 0.489 0.408  N4 1.726, C7 1.372, C11 1.378
7 C -1.349 1.720 0.191  C6 1.372, C8 1.387, H17 1.079
8 C -2.693 1.765 -0.148  C7 1.387, C9 1.385, H18 1.080
9 C -3.412 0.586 -0.253  C8 1.385, C10 1.384, H19 1.080
10 C -2.804 -0.636 -0.020  C9 1.384, C11 1.393, H20 1.082
11 C -1.459 -0.711 0.334  C6 1.378, C10 1.393, C12 1.494
12 C -0.799 -2.013 0.653  C11 1.494, H21 1.091, H22 1.091, H23 1.086
13 H 5.060 0.389 -0.658  C1 1.075
14 H 3.683 0.518 -1.859  C1 1.078
15 H 3.457 0.370 1.202  C2 1.082
16 H 1.311 0.587 -1.018  C3 1.079
17 H -0.771 2.626 0.292  C7 1.079
18 H -3.174 2.717 -0.315  C8 1.080
19 H -4.461 0.618 -0.509  C9 1.080
20 H -3.378 -1.550 -0.093  C10 1.082
21 H 0.178 -2.083 0.173  C12 1.091
22 H -0.640 -2.084 1.730  C12 1.091
23 H -1.417 -2.848 0.335  C12 1.086

Properties
HOMO-LUMO gap (alpha / beta): 8.941 / 8.940 eV
HOMO energy (alpha / beta): -8.3 / -8.3 eV
Relative energy (zero: lowest compared OMol25 entry of this formula, charge and spin): 3.766 eV
SMILES string: C=C/C=[N+](\[O-])c1ccccc1C
DFT total energy: -14082.8224 eV

So, what does the Mulliken scheme give us? The charges, in e, come out as: C -0.8165; C -0.1532; C -0.0534; N 0.4710; O -0.6735; C 0.4037; C -0.4670; C -0.4489; C -0.6553; C -0.7048; C 0.6534; C -1.3111; H 0.2748; H 0.2452; H 0.3245; H 0.3364; H 0.4408; H 0.3693; H 0.3847; H 0.3584; H 0.3022; H 0.3065; H 0.4129